Entry 1:
Below is C25H22F6N4O6PSTi as an isolated structure at a distorted geometry, with properties calculated with ωB97M-V/def2-TZVPD.

Values from the calculation:
* strongest force on any atom: 1.0 eV/Å
* HOMO (alpha / beta): -8.431 / -8.428 eV
* energy relative to the best compared isomer or geometry (same formula, charge and spin): 0.985 eV
* <S²>: 0.75
* calculated total energy: -3824.9345 hartree

```
! RIJCOSX wB97M-V def2-TZVPD def2/J DEFGRID3
* xyz 0 2
Ti 0.07854 -0.80397 -0.00654
O -3.88838 1.74885 3.77356
C -3.02581 1.25274 3.11078
C -2.52167 -0.19648 3.19631
O -2.83941 -1.03816 3.99124
C -1.54081 -0.29353 2.10316
C -1.34767 0.91874 1.48612
O -0.41777 0.99581 0.55062
C -2.20957 1.95484 2.01179
O -2.28474 3.12296 1.68832
O -0.84920 -1.32455 1.71800
N 1.91205 -0.88564 1.29106
C 3.09032 -0.50118 0.54963
C 4.33226 -0.35448 1.10762
C 5.43831 0.02839 0.32261
C 5.29440 0.25444 -1.01748
C 4.02664 0.10553 -1.62501
C 3.80185 0.33326 -3.00274
C 2.55188 0.18297 -3.54083
C 1.49481 -0.17537 -2.68396
N 1.68026 -0.38850 -1.39255
C 2.92467 -0.26149 -0.83461
H 2.00078 -1.82904 1.66156
H 1.74966 -0.26980 2.08169
H 4.46969 -0.53200 2.16731
H 6.40301 0.14099 0.79628
H 6.13750 0.55376 -1.62378
H 4.63708 0.63336 -3.62085
H 2.34600 0.35431 -4.58614
H 0.48350 -0.28165 -3.05867
C 1.80904 6.20466 1.70467
C 0.71296 5.79080 0.73547
C 0.75033 4.29062 0.47769
N -0.21301 3.85934 -0.51889
C -0.02525 3.07603 -1.57530
S -1.23783 2.25076 -2.34526
N 1.29854 2.84868 -1.99825
C 2.38244 3.66239 -2.23926
O 3.48971 3.16646 -2.35102
C 2.14065 5.11397 -2.46841
C 0.98135 5.56664 -3.09087
C 0.82376 6.92053 -3.34472
C 1.80895 7.81778 -2.95926
C 2.96743 7.36493 -2.34292
C 3.14202 6.01138 -2.11082
H 1.80465 7.28177 1.86881
H 2.79468 5.93355 1.32158
H 1.68678 5.72424 2.67686
H 0.80911 6.33126 -0.20578
H -0.26524 6.04716 1.14936
H 0.49169 3.76213 1.39970
H 1.74871 3.95923 0.19088
H -1.17152 3.83625 -0.18437
H 1.47130 1.88438 -2.23524
H 0.21357 4.86743 -3.39606
H -0.07138 7.27400 -3.83774
H 1.67671 8.87556 -3.14562
H 3.73640 8.06740 -2.05106
H 4.04623 5.63218 -1.65422
F -1.29693 -1.26021 -1.48430
P -1.31712 -3.02953 -1.60294
F 0.07176 -2.87268 -0.57701
F -1.15749 -4.58480 -1.60561
F -2.18543 -3.00233 -0.28479
F -0.30150 -2.82872 -2.81570
F -2.56436 -2.93526 -2.54242
*
```

Atomic partial charges in e from the natural (NBO) method, atoms 1 to 5: Ti 1.72; O -0.45; C 0.40; C 0.39; O -0.48

=====

Entry 2:
Below is C25H22KN8O3S as an isolated structure at a distorted geometry, with properties calculated with ωB97M-V/def2-TZVPD.

Values from the calculation:
* strongest force on any atom: 1.3 eV/Å
* HOMO (alpha / beta): 1.447 / -1.031 eV
* <S²>: 0.78
* calculated total energy: -2627.7791 hartree

```
! RIJCOSX wB97M-V def2-TZVPD def2/J DEFGRID3
* xyz -2 2
K -0.31519 -0.51874 0.71289
O 1.56245 -0.88585 4.91787
C 1.24739 -0.39549 3.82458
N 1.38704 -0.94859 2.62578
C 2.39438 -1.70866 2.21563
O 3.58941 -1.58179 2.51893
C 2.01773 -2.75755 1.21582
C 3.04034 -3.54790 0.68295
C 2.71702 -4.63149 -0.10125
C 1.36797 -4.87158 -0.36784
C 0.42880 -3.98865 0.14496
N 0.73181 -2.97262 0.93073
C 0.51767 0.91176 3.81779
C 0.20378 1.51531 5.04106
C -0.40523 2.75170 5.04962
C -0.68331 3.36153 3.82413
C -0.34972 2.67807 2.66497
N 0.23227 1.49522 2.65025
H 4.05966 -3.29026 0.92196
H 3.48675 -5.28445 -0.50339
H 1.06064 -5.72092 -0.96410
H -0.62389 -4.09862 -0.08226
H 0.44668 0.98477 5.95032
H -0.67362 3.24235 5.98104
H -1.14021 4.34076 3.78239
H -0.55749 3.10731 1.69177
C 1.22028 3.22063 -1.42836
C 0.68187 1.79644 -1.39838
N -0.55930 1.52563 -1.08739
N -1.36827 2.58007 -0.84965
C -2.51263 2.42315 -0.25196
N -3.31598 3.57744 -0.25071
S -3.20728 1.11105 0.56863
C 1.58183 0.72792 -1.71385
C 2.95510 0.97430 -1.96651
C 3.81144 -0.06365 -2.22763
C 3.30136 -1.36642 -2.27102
C 1.94165 -1.52102 -2.03879
N 1.10507 -0.54396 -1.77305
H 0.39108 3.90703 -1.26094
H 1.67140 3.44468 -2.39939
H 1.96759 3.37924 -0.64727
H -2.79640 4.42029 -0.46339
H -3.87471 3.63658 0.59045
H 3.33514 1.98413 -1.92819
H 4.86819 0.12143 -2.38991
H 3.94023 -2.21835 -2.45072
H 1.49572 -2.51009 -2.07899
O -2.35898 -2.52537 -1.04573
N -2.89829 -1.57764 -1.70461
C -2.31938 -1.08671 -2.82616
C -2.96397 -0.18453 -3.62940
C -4.23736 0.27993 -3.28753
C -4.77478 -0.15711 -2.08303
C -4.08836 -1.05677 -1.30648
H -1.32205 -1.44632 -3.02260
H -2.47526 0.16662 -4.52670
H -4.76428 0.98459 -3.91496
H -5.72070 0.22343 -1.72597
H -4.45313 -1.41227 -0.35640
*
```

Atomic partial charges in e from the natural (NBO) method, atoms 1 to 5: K 0.89; O -0.68; C 0.62; N -0.69; C 0.61

=====

Entry 3:
Below is C25H23AsIrNO6S as an isolated structure, with properties calculated with ωB97M-V/def2-TZVPD.

Values from the calculation:
* strongest force on any atom: 1.0 eV/Å
* HOMO (alpha / beta): -11.510 / -11.892 eV
* energy relative to the best compared isomer or geometry (same formula, charge and spin): 1.390 eV
* <S²>: 0.80
* calculated total energy: -4210.6428 hartree

```
! RIJCOSX wB97M-V def2-TZVPD def2/J DEFGRID3
* xyz 1 2
Ir -0.61823 -0.05256 0.23203
C 0.38059 4.61327 2.52879
C -0.46991 3.61206 1.80899
C -0.90662 2.46608 2.45987
C -1.76724 1.57683 1.81584
C -2.09439 1.74966 0.45193
C -1.61357 2.91057 -0.20403
C -0.83944 3.82117 0.46321
H 1.21123 4.12126 3.03687
H -0.20766 5.11938 3.29642
H 0.77594 5.36786 1.85201
H -0.65038 2.29560 3.49756
H -2.28778 0.81961 2.37869
H -2.95123 1.22575 0.04066
H -1.89834 3.09738 -1.23203
H -0.49930 4.71611 -0.04235
O -0.14495 -3.62710 -1.96263
As -0.55994 -2.61728 -0.63432
O -1.48856 -1.26536 -1.16482
O 0.69750 -1.63506 -0.10404
C -1.29182 -3.88873 0.59403
C -1.24776 -5.22237 0.21179
C -1.79038 -6.19391 1.04639
C -2.38151 -5.83436 2.24311
C -2.42272 -4.49699 2.63141
C -1.87363 -3.53110 1.81691
S -1.88579 -1.83309 2.33911
O -2.51724 -1.74152 3.61657
O -2.53997 -1.11242 1.20123
O -0.46442 -1.44314 2.30992
H 0.13226 -3.11593 -2.73411
H -0.80396 -5.50991 -0.73056
H -1.74993 -7.23158 0.74675
H -2.81307 -6.59072 2.88450
H -2.86813 -4.19427 3.56901
C 4.43265 1.04467 0.89068
C 4.20472 0.07455 -0.07535
C 2.98007 -0.00179 -0.71790
C 1.97426 0.90340 -0.38862
C 2.19335 1.86509 0.58519
C 3.42713 1.93727 1.21937
N 0.68357 0.81306 -0.97997
C 0.55988 0.92059 -2.30917
C -0.72436 0.87054 -2.92475
C -0.84147 0.96407 -4.28976
C 0.29327 1.14909 -5.08438
C 1.54983 1.27316 -4.48806
C 1.69264 1.17673 -3.12402
H 5.39193 1.09785 1.38633
H 4.98111 -0.63741 -0.32094
H 2.78443 -0.78404 -1.43498
H 1.40884 2.56856 0.81883
H 3.59882 2.69771 1.96909
H -1.60465 0.76815 -2.31666
H -1.82111 0.91043 -4.74384
H 0.19721 1.22663 -6.15870
H 2.42103 1.46574 -5.09868
H 2.66717 1.32074 -2.67838
*
```

Atomic partial charges in e from the natural (NBO) method, atoms 1 to 5: Ir 1.37; C -0.66; C 0.06; C -0.24; C -0.18

=====

Entry 4:
Below is C25H23BrMoN6O6S2 as an isolated structure, with properties calculated with ωB97M-V/def2-TZVPD.

Values from the calculation:
* strongest force on any atom: 0.7 eV/Å
* HOMO (alpha / beta): -7.392 / -7.761 eV
* <S²>: 2.04
* calculated total energy: -5185.1059 hartree

```
! RIJCOSX wB97M-V def2-TZVPD def2/J DEFGRID3
* xyz 0 3
Mo -0.28383 0.66953 -0.72038
C -1.35637 2.18084 -3.71999
C -0.03564 2.32251 -3.30469
C -0.03345 2.71132 -1.92973
C -1.39660 2.80435 -1.52675
C -2.20056 2.48284 -2.64084
H -1.67576 1.86042 -4.70094
H 0.84527 2.13377 -3.90012
H 0.79725 3.15044 -1.39697
H -1.74074 3.27825 -0.61878
H -3.28038 2.44207 -2.64482
N -1.35348 -2.14073 6.58492
C -0.81465 -1.31723 5.62634
C -0.39858 -1.83981 4.39605
C 0.18166 -1.02129 3.44972
C 0.33852 0.33390 3.70984
C -0.07580 0.86825 4.92254
C -0.64129 0.04812 5.87838
S 1.07265 1.37366 2.50436
O 2.18774 0.67771 1.94637
O 1.22730 2.68283 3.06657
N -0.07282 1.47682 1.28431
C -1.39403 1.49076 1.58513
N -1.99985 1.97434 2.66575
C -3.32066 1.85367 2.66625
C -4.06837 1.30836 1.62080
C -3.36333 0.87236 0.51643
N -2.04000 0.95284 0.53556
H -1.65056 -3.06286 6.32478
H -1.82269 -1.72793 7.36962
H -0.51690 -2.89758 4.19619
H 0.51339 -1.43364 2.50558
H 0.04128 1.92711 5.10047
H -0.95331 0.46102 6.82996
H -3.82754 2.23047 3.54820
H -5.14365 1.24388 1.66699
H -3.82115 0.46002 -0.37359
N -1.77155 -3.41925 -3.69463
C -1.16016 -2.10944 -3.52561
C -1.99208 -1.32885 -2.53776
O -3.19792 -1.77186 -2.32897
O -1.58713 -0.31626 -1.99029
H -1.56976 -3.82373 -4.59772
H -3.23076 -2.61969 -2.84633
H -1.41639 -4.04303 -2.97335
H -1.22815 -1.53382 -4.45434
H -0.11982 -2.08932 -3.19789
S -0.26271 -4.05854 -0.48217
C -0.14723 -2.46026 -0.18129
N -0.07544 -1.31094 0.03403
Br 4.19645 2.78656 -1.39094
C 4.51631 0.99449 -1.89674
C 5.81054 0.63318 -2.23914
C 6.08012 -0.66129 -2.64926
C 5.06209 -1.60236 -2.73172
C 3.77184 -1.23631 -2.39765
C 3.48849 0.06215 -1.96847
C 2.08602 0.33499 -1.58709
O 1.77893 1.06708 -0.60436
O 1.11682 -0.19807 -2.19992
H 6.59945 1.36950 -2.18351
H 7.09522 -0.93172 -2.90799
H 5.27308 -2.61428 -3.04807
H 2.96063 -1.95031 -2.44232
*
```

Atomic partial charges in e from the natural (NBO) method, atoms 1 to 5: Mo 1.44; C -0.31; C -0.20; C -0.41; C -0.31

=====

Repeat the second record exactly.
Below is C25H22KN8O3S as an isolated structure at a distorted geometry, with properties calculated with ωB97M-V/def2-TZVPD.

Values from the calculation:
* strongest force on any atom: 1.3 eV/Å
* HOMO (alpha / beta): 1.447 / -1.031 eV
* <S²>: 0.78
* calculated total energy: -2627.7791 hartree

```
! RIJCOSX wB97M-V def2-TZVPD def2/J DEFGRID3
* xyz -2 2
K -0.31519 -0.51874 0.71289
O 1.56245 -0.88585 4.91787
C 1.24739 -0.39549 3.82458
N 1.38704 -0.94859 2.62578
C 2.39438 -1.70866 2.21563
O 3.58941 -1.58179 2.51893
C 2.01773 -2.75755 1.21582
C 3.04034 -3.54790 0.68295
C 2.71702 -4.63149 -0.10125
C 1.36797 -4.87158 -0.36784
C 0.42880 -3.98865 0.14496
N 0.73181 -2.97262 0.93073
C 0.51767 0.91176 3.81779
C 0.20378 1.51531 5.04106
C -0.40523 2.75170 5.04962
C -0.68331 3.36153 3.82413
C -0.34972 2.67807 2.66497
N 0.23227 1.49522 2.65025
H 4.05966 -3.29026 0.92196
H 3.48675 -5.28445 -0.50339
H 1.06064 -5.72092 -0.96410
H -0.62389 -4.09862 -0.08226
H 0.44668 0.98477 5.95032
H -0.67362 3.24235 5.98104
H -1.14021 4.34076 3.78239
H -0.55749 3.10731 1.69177
C 1.22028 3.22063 -1.42836
C 0.68187 1.79644 -1.39838
N -0.55930 1.52563 -1.08739
N -1.36827 2.58007 -0.84965
C -2.51263 2.42315 -0.25196
N -3.31598 3.57744 -0.25071
S -3.20728 1.11105 0.56863
C 1.58183 0.72792 -1.71385
C 2.95510 0.97430 -1.96651
C 3.81144 -0.06365 -2.22763
C 3.30136 -1.36642 -2.27102
C 1.94165 -1.52102 -2.03879
N 1.10507 -0.54396 -1.77305
H 0.39108 3.90703 -1.26094
H 1.67140 3.44468 -2.39939
H 1.96759 3.37924 -0.64727
H -2.79640 4.42029 -0.46339
H -3.87471 3.63658 0.59045
H 3.33514 1.98413 -1.92819
H 4.86819 0.12143 -2.38991
H 3.94023 -2.21835 -2.45072
H 1.49572 -2.51009 -2.07899
O -2.35898 -2.52537 -1.04573
N -2.89829 -1.57764 -1.70461
C -2.31938 -1.08671 -2.82616
C -2.96397 -0.18453 -3.62940
C -4.23736 0.27993 -3.28753
C -4.77478 -0.15711 -2.08303
C -4.08836 -1.05677 -1.30648
H -1.32205 -1.44632 -3.02260
H -2.47526 0.16662 -4.52670
H -4.76428 0.98459 -3.91496
H -5.72070 0.22343 -1.72597
H -4.45313 -1.41227 -0.35640
*
```

Atomic partial charges in e from the natural (NBO) method, atoms 1 to 5: K 0.89; O -0.68; C 0.62; N -0.69; C 0.61

=====

Number 2 is which compound?
C25H22KN8O3S

=====

Look up the strongest force on any atom of the fourth one.
0.7 eV/Å